Entry 1:
{"formula": "C24H28N2O3P2W", "method": "the ωB97M-V functional and the def2-TZVPD basis", "s_squared": 2.023, "charge": 2, "relative_energy_kcal_mol": 22.0, "homo_lumo_gap_ev": [6.14, 6.59], "e_homo_ev": [-14.41, -14.78], "spin_multiplicity": 3, "symbols": ["C", "C", "C", "C", "C", "C", "C", "C", "C", "C", "C", "C", "C", "H", "H", "H", "H", "H", "H", "H", "N", "W", "C", "H", "H", "C", "H", "H", "P", "P", "C", "H", "H", "H", "C", "H", "H", "H", "C", "H", "H", "H", "C", "H", "H", "H", "C", "O", "H", "O", "C", "C", "C", "C", "O", "N", "H", "H", "H", "H"], "coordinates": [[-1.29760, 3.19524, -2.79446], [-1.11963, 1.91656, -2.25727], [0.19111, 1.39243, -2.14857], [1.31683, 2.25674, -2.29171], [1.10243, 3.55846, -2.82749], [-0.18822, 3.99875, -3.10355], [2.56836, 1.75937, -1.92983], [2.78637, 0.37221, -2.01947], [1.64513, -0.47551, -1.95641], [1.73843, -1.87817, -2.03758], [2.99490, -2.45074, -2.25419], [4.13116, -1.62948, -2.39650], [4.03908, -0.25285, -2.28012], [-2.31865, 3.56644, -2.95351], [1.97984, 4.15075, -3.08925], [-0.35361, 4.97918, -3.54874], [3.44092, 2.43404, -1.96828], [3.07715, -3.53998, -2.30436], [5.09422, -2.10800, -2.58848], [4.90674, 0.39280, -2.45287], [0.42558, 0.13129, -1.53916], [0.04589, -0.16896, 0.43177], [-2.23831, 1.18740, -1.57575], [-2.29797, 0.13395, -1.87357], [-3.20530, 1.68166, -1.70652], [0.51053, -2.69901, -1.74634], [-0.35409, -2.36467, -2.33959], [0.69316, -3.76763, -1.91965], [-1.86382, 1.25308, 0.24306], [0.06886, -2.48915, 0.03523], [1.40093, -3.33546, 0.91658], [1.07603, -3.47364, 1.95382], [1.60664, -4.30520, 0.44432], [2.31093, -2.72501, 0.91220], [-1.46415, -3.40995, 0.20005], [-1.34673, -4.41583, -0.22556], [-1.70202, -3.47243, 1.26805], [-2.26873, -2.87827, -0.32011], [-2.13888, 2.95670, 0.75770], [-3.21923, 3.15215, 0.68968], [-1.77275, 3.05778, 1.79000], [-1.57389, 3.63233, 0.10480], [-3.28652, 0.34648, 0.92842], [-3.06283, 0.01586, 1.95029], [-4.14056, 1.03671, 0.93358], [-3.50530, -0.52592, 0.30056], [1.82878, 0.16367, 1.21669], [2.92851, 0.32764, 1.60577], [0.39566, 1.67197, 0.08092], [-0.73088, -2.56689, 3.04472], [-0.76543, -1.38914, 3.37386], [-1.15902, -0.92698, 4.77031], [-1.00483, 0.56895, 4.74118], [-0.46303, 0.88752, 3.35120], [-0.08832, 1.98889, 2.97190], [-0.44785, -0.27834, 2.58998], [-2.18848, -1.26052, 4.96998], [-0.48710, -1.39058, 5.50033], [-1.96605, 1.08610, 4.88677], [-0.28439, 0.92520, 5.48517]], "lowdin_charge": [0.0158, -0.2362, -0.1912, -0.1555, 0.0335, -0.0202, 0.1298, -0.1409, -0.1760, -0.2257, 0.0294, -0.0190, 0.0268, 0.1414, 0.1351, 0.1280, 0.1635, 0.1389, 0.1301, 0.1381, -0.1433, 1.1291, -0.2347, 0.0979, 0.1161, -0.2536, 0.1054, 0.1104, 0.7950, 0.7603, -0.2005, 0.0507, 0.0752, 0.0520, -0.2076, 0.0805, 0.0444, 0.0514, -0.1839, 0.0756, 0.0540, 0.0655, -0.2003, 0.0481, 0.0722, 0.0545, -0.1957, 0.1724, 0.1064, 0.0255, -0.4557, -0.0752, -0.0734, -0.4977, 0.0357, -0.0615, 0.1405, 0.1404, 0.1387, 0.1395]}

---

Entry 2:
{"formula": "C24H28N2O4", "method": "the ωB97M-V functional and the def2-TZVPD basis", "relative_energy_kcal_mol": 23.8, "homo_lumo_gap_ev": 8.44, "e_homo_ev": -7.79, "smiles": "Cc1[nH]c2ccc(OCc3ccccc3)cc2c1CCN1C(=O)OC(C)(C)[C@@]1(C)O", "spin_multiplicity": 1, "symbols": ["C", "C", "N", "C", "C", "C", "C", "O", "C", "C", "C", "C", "C", "C", "C", "C", "C", "C", "C", "C", "N", "C", "O", "O", "C", "C", "C", "C", "C", "O", "H", "H", "H", "H", "H", "H", "H", "H", "H", "H", "H", "H", "H", "H", "H", "H", "H", "H", "H", "H", "H", "H", "H", "H", "H", "H", "H", "H"], "coordinates": [[5.10993, 1.93080, 0.47385], [3.62505, 1.99202, 0.42687], [2.99665, 2.85254, -0.44050], [1.64210, 2.71178, -0.32027], [0.59603, 3.33641, -0.97871], [-0.69456, 2.96363, -0.65735], [-0.94593, 1.98415, 0.31519], [-2.19488, 1.55408, 0.66106], [-3.28644, 1.86125, -0.17415], [-4.42423, 0.92319, 0.13963], [-5.73896, 1.34531, -0.00356], [-6.78404, 0.47540, 0.25194], [-6.52360, -0.82192, 0.65947], [-5.21405, -1.24560, 0.80819], [-4.16755, -0.37970, 0.54532], [0.09920, 1.37191, 0.99308], [1.40574, 1.72631, 0.67107], [2.68654, 1.28580, 1.13231], [2.92091, 0.20320, 2.13214], [3.12129, -1.16367, 1.45539], [1.93989, -1.60169, 0.74560], [0.79399, -1.94269, 1.39137], [0.61380, -1.93879, 2.57791], [-0.14060, -2.30840, 0.49332], [0.34671, -2.19624, -0.84894], [-0.45541, -1.10531, -1.56248], [0.10515, -3.53851, -1.53729], [1.86424, -1.79269, -0.68850], [2.85985, -2.85853, -1.15695], [2.20541, -0.62542, -1.37985], [5.49916, 1.42381, -0.41025], [5.53514, 2.93360, 0.50344], [5.43780, 1.38562, 1.35402], [3.46717, 3.48466, -1.06468], [0.77725, 4.09596, -1.72443], [-1.51572, 3.45014, -1.15925], [-3.00364, 1.73425, -1.23242], [-3.60590, 2.90390, -0.02813], [-5.94543, 2.35952, -0.31603], [-7.80383, 0.81320, 0.13779], [-7.34021, -1.49881, 0.86371], [-5.00433, -2.25485, 1.13025], [-3.14644, -0.70605, 0.66916], [-0.12429, 0.63274, 1.74560], [3.81137, 0.41746, 2.72616], [2.06724, 0.12941, 2.80555], [3.36526, -1.90920, 2.21941], [3.93503, -1.10178, 0.73176], [-0.45112, -0.18679, -0.98010], [-1.48536, -1.43409, -1.67186], [-0.02980, -0.91278, -2.54341], [-0.96063, -3.75029, -1.50572], [0.42634, -3.49830, -2.57332], [0.62202, -4.34315, -1.02384], [3.86606, -2.46631, -1.03692], [2.76026, -3.76688, -0.57203], [2.70501, -3.07006, -2.20919], [1.77940, 0.13643, -0.96040]], "lowdin_charge": [-0.0084, -0.2525, 0.1261, -0.2136, -0.0072, -0.0226, -0.2772, -0.0476, -0.1597, -0.1927, -0.0476, -0.0896, -0.0956, -0.0764, -0.0256, 0.0561, -0.1356, -0.1466, -0.0965, -0.1048, 0.0495, -0.5401, 0.1202, 0.0892, -0.4183, 0.0177, -0.0065, -0.4512, 0.0160, 0.0333, 0.0868, 0.0818, 0.0760, 0.1611, 0.1102, 0.1024, 0.1384, 0.1339, 0.1098, 0.1002, 0.0992, 0.1037, 0.1112, 0.1288, 0.1149, 0.1134, 0.1329, 0.1241, 0.0705, 0.0923, 0.0982, 0.0916, 0.0927, 0.0863, 0.0828, 0.0941, 0.0885, 0.0819]}

---

Entry 3:
{"formula": "C24H28N2O7", "method": "the ωB97M-V functional and the def2-TZVPD basis", "relative_energy_kcal_mol": 97.7, "homo_lumo_gap_ev": 7.78, "e_homo_ev": -7.96, "smiles": "COc1cccc([C@@H]2C(C(=O)c3ccc(C)o3)=C(O)C(=O)N2CCN2CCOCC2)c1OC", "spin_multiplicity": 1, "symbols": ["C", "O", "C", "C", "C", "C", "C", "C", "C", "C", "O", "C", "C", "C", "C", "C", "O", "C", "O", "C", "O", "N", "C", "C", "N", "C", "C", "O", "C", "C", "C", "O", "C", "H", "H", "H", "H", "H", "H", "H", "H", "H", "H", "H", "H", "H", "H", "H", "H", "H", "H", "H", "H", "H", "H", "H", "H", "H", "H", "H", "H"], "coordinates": [[-1.97049, -5.03864, 0.53640], [-1.37233, -4.06655, -0.28573], [-1.04822, -2.86003, 0.25792], [-1.28821, -2.50505, 1.57838], [-0.93555, -1.24926, 2.04541], [-0.34791, -0.33168, 1.20090], [-0.10720, -0.66605, -0.12642], [0.52717, 0.34395, -1.05984], [1.82419, 0.86125, -0.47620], [2.89963, -0.09214, -0.17874], [2.67982, -1.29323, -0.13066], [4.23941, 0.45019, 0.02579], [4.84353, 1.62612, -0.35903], [6.19076, 1.52360, 0.02768], [6.32945, 0.29459, 0.62130], [7.50752, -0.36581, 1.23876], [5.16203, -0.35568, 0.60967], [1.65705, 2.17063, -0.19675], [2.43210, 3.08541, 0.38629], [0.31836, 2.61161, -0.67829], [-0.08523, 3.76087, -0.59284], [-0.28580, 1.53474, -1.20433], [-1.50480, 1.55582, -1.97432], [-2.72152, 0.92809, -1.26858], [-3.65601, 1.94138, -0.81055], [-3.18329, 2.77499, 0.28597], [-3.21883, 2.04858, 1.63533], [-4.51476, 1.55677, 1.92178], [-4.96927, 0.69947, 0.89709], [-4.96468, 1.41237, -0.46219], [-0.44516, -1.92628, -0.60820], [-0.21646, -2.21095, -1.93224], [0.73354, -3.24169, -2.16457], [-1.31783, -5.31730, 1.36976], [-2.12760, -5.90579, -0.10340], [-2.93552, -4.69858, 0.92531], [-1.75021, -3.20382, 2.25703], [-1.12537, -0.99418, 3.07693], [-0.06397, 0.64607, 1.56162], [0.67509, -0.13885, -2.03258], [4.38487, 2.44924, -0.86364], [6.95894, 2.25642, -0.11189], [8.38011, 0.27368, 1.14878], [7.70506, -1.31824, 0.74899], [7.31692, -0.56744, 2.29214], [1.91149, 3.91291, 0.40397], [-1.31365, 1.01756, -2.90685], [-1.72911, 2.60005, -2.20461], [-3.25922, 0.31151, -1.99267], [-2.36367, 0.26286, -0.47114], [-2.17833, 3.13430, 0.07413], [-3.85215, 3.63977, 0.33626], [-2.97167, 2.73365, 2.44776], [-2.50104, 1.21399, 1.63928], [-5.98248, 0.40524, 1.17678], [-4.33404, -0.20029, 0.85290], [-5.30271, 0.73081, -1.24482], [-5.65309, 2.26183, -0.41421], [1.67066, -3.01419, -1.64889], [0.89340, -3.25719, -3.24133], [0.35626, -4.21144, -1.83483]], "lowdin_charge": [-0.0777, -0.0842, -0.1875, -0.0112, -0.0683, -0.0461, -0.1159, -0.1376, -0.0094, -0.2640, 0.1190, -0.1769, 0.0144, -0.0055, -0.3098, 0.0001, 0.1142, -0.1686, 0.1077, -0.3886, 0.0748, 0.0169, -0.0732, -0.1511, -0.1673, -0.1400, -0.1778, -0.1325, -0.1937, -0.1639, -0.1680, -0.0893, -0.0515, 0.0984, 0.0952, 0.0966, 0.1034, 0.1097, 0.1247, 0.1730, 0.1134, 0.1099, 0.0844, 0.0884, 0.0884, 0.1299, 0.1311, 0.1355, 0.1253, 0.1044, 0.0952, 0.1297, 0.1274, 0.0984, 0.1228, 0.1193, 0.1188, 0.1242, 0.0867, 0.0938, 0.0846]}